DFT (ωB97M-V/def2-TZVPD) results for a molecular structure, C52H43IN8PW at a distorted geometry.

```
! RIJCOSX wB97M-V def2-TZVPD def2/J DEFGRID3
* xyz 1 1
W -0.741 0.990 0.128
I -3.050 1.958 1.350
P -2.553 -0.130 -1.172
N 5.475 -6.281 -4.793
N 1.386 -2.557 -0.747
N -0.150 1.841 5.395
N 3.187 2.609 0.102
N 0.170 -0.850 -0.002
N 1.185 1.638 -0.197
N 8.268 6.098 3.068
N -1.398 3.372 -1.919
C 4.246 3.337 0.722
C 3.189 2.029 -1.150
C -0.307 0.427 -4.578
C -2.431 1.486 -4.973
C 6.340 4.775 1.944
C -5.989 1.927 1.548
C 0.273 3.044 4.686
C -1.157 1.144 -5.415
C 1.517 -0.780 1.274
C -1.497 -4.114 -1.725
C -1.326 -4.546 -0.413
C 0.014 0.273 3.397
C 1.955 1.443 -1.305
C 2.616 -4.646 -1.233
C -7.152 -0.661 -1.534
C -4.390 -0.268 -1.240
C 5.464 3.533 0.052
C 0.069 -1.881 0.949
C 4.784 -5.652 -4.110
C 3.564 -3.571 -3.632
C -7.661 0.792 0.283
C -1.895 -2.334 0.373
C 0.821 -0.857 3.589
C -0.809 0.857 4.522
C -6.283 -1.309 -2.391
C -6.684 0.189 -0.524
C -0.739 0.041 -3.305
C 3.926 -4.869 -3.260
C 0.820 -2.941 0.493
C 4.089 3.869 2.011
C -7.323 1.654 1.313
C -2.069 -1.875 -0.945
C -4.985 1.337 0.755
C 3.450 -5.404 -2.060
C 1.940 2.333 0.624
C -0.034 0.859 2.127
C 2.729 -2.809 -2.808
C 1.571 -1.379 2.532
C -5.285 0.429 -0.329
C -1.170 2.546 -1.209
C 0.713 0.339 1.072
C -1.865 -2.791 -1.987
C -4.921 -1.115 -2.244
C 0.940 1.281 6.183
C 0.918 -1.237 -0.963
C 7.405 5.506 2.565
C -2.037 0.338 -2.853
C 2.241 -3.335 -1.594
C 6.503 4.248 0.661
C -1.526 -3.656 0.638
C 5.132 4.584 2.616
C -2.861 1.096 -3.700
H -0.499 -1.837 1.869
H -3.091 2.066 -5.612
H -1.041 -5.574 -0.209
H -0.559 3.478 4.120
H 7.440 4.389 0.123
H -8.220 -0.830 -1.666
H 1.272 2.003 6.938
H 1.145 -0.615 -1.817
H -0.821 1.450 -6.402
H -2.047 -1.661 1.216
H -0.041 -0.496 -2.665
H 0.609 0.392 6.732
H -1.397 -3.987 1.665
H 2.271 -5.096 -0.315
H 1.810 1.011 5.574
H 0.662 0.812 0.095
H 2.101 -1.186 0.453
H 0.697 0.175 -4.908
H 4.031 2.066 -1.823
H -6.662 -1.964 -3.170
H 3.926 -3.146 -4.561
H 1.584 0.893 -2.160
H -0.192 0.639 -1.491
H 5.644 3.146 -0.947
H -8.719 0.591 0.113
H -1.996 -2.495 -3.025
H -1.345 -4.807 -2.549
H -4.267 -1.634 -2.941
H 0.945 -3.887 1.000
H -1.712 1.316 4.095
H 0.868 -1.336 4.564
H 2.473 -1.812 -3.132
H 1.105 2.858 3.997
H 0.596 3.810 5.400
H -1.196 0.034 5.137
H 2.196 -2.254 2.691
H -5.739 2.608 2.359
H 3.724 -6.409 -1.762
H -3.852 1.410 -3.380
H 3.173 3.752 2.582
H 1.621 2.656 1.605
H -8.096 2.110 1.926
H 4.989 4.988 3.618
*
```

Calculated values
- E_LUMO (alpha / beta): -3.33 / -3.33 eV
- Kohn-Sham gap (alpha / beta): 5.134 / 5.134 eV

***

DFT (ωB97M-V/def2-TZVPD) results for a molecular structure, C2H5AuFO2 at a distorted geometry.

```
! RIJCOSX wB97M-V def2-TZVPD def2/J DEFGRID3
* xyz 1 3
Au 1.793 -0.456 -0.896
F 3.264 -1.118 -0.446
O 0.664 0.559 -1.825
O -0.058 -0.403 0.053
C -0.418 0.519 -1.013
C -0.698 -0.209 1.293
H -0.910 -1.187 1.747
H -0.649 1.497 -0.541
H -1.323 0.092 -1.489
H -0.027 0.355 1.953
H -1.639 0.350 1.165
*
```

Calculated values
- E_LUMO (alpha / beta): -3.22 / -8.79 eV
- Kohn-Sham gap (alpha / beta): 12.725 / 7.948 eV

***

DFT (ωB97M-V/def2-TZVPD) results for 11 unconnected molecules or ions with the total composition CH23O11 at a distorted geometry.

```
! RIJCOSX wB97M-V def2-TZVPD def2/J DEFGRID3
* xyz -1 1
O -18.198 -23.692 42.417
O -17.030 -26.710 46.579
O -17.261 -24.166 47.581
O -14.051 -22.333 48.036
O -14.109 -20.587 44.978
O -12.573 -24.543 42.519
O -16.841 -20.620 47.296
O -15.783 -22.594 45.871
O -12.501 -24.591 47.148
O -17.167 -21.493 43.805
O -14.806 -27.918 45.749
C -15.386 -23.730 45.062
H -17.639 -26.999 45.841
H -12.589 -25.090 43.314
H -16.412 -21.474 46.665
H -14.650 -23.048 44.459
H -18.148 -23.752 47.509
H -16.336 -24.056 44.693
H -14.716 -22.385 48.734
H -16.184 -19.915 47.354
H -14.621 -22.054 47.284
H -17.447 -22.021 43.163
H -18.142 -23.612 41.541
H -17.966 -24.680 42.540
H -14.236 -27.332 45.385
H -14.559 -19.760 45.551
H -12.257 -23.725 42.786
H -16.667 -21.991 44.332
H -13.287 -24.028 47.238
H -16.711 -23.702 46.863
H -14.982 -24.538 45.521
H -14.717 -21.552 45.170
H -15.724 -27.394 45.926
H -17.218 -25.781 46.937
H -12.726 -25.185 46.494
*
```

Calculated values
- Energy relative to the best compared isomer or geometry (same formula, charge and spin): 4.270 eV
- E_LUMO: 2.34 eV
- Kohn-Sham gap: 8.576 eV

***

DFT (ωB97M-V/def2-TZVPD) results for C19H16F3N3O in the gas phase.

```
! RIJCOSX wB97M-V def2-TZVPD def2/J DEFGRID3
* xyz 0 1
F 0.913 -0.041 -3.015
F -1.167 0.280 -3.459
F -0.528 -1.540 -2.504
O 1.684 1.779 -0.863
N 2.680 0.154 0.395
N 0.466 -0.050 -0.254
N -3.082 0.729 -1.145
C -0.556 0.448 -1.166
C 5.611 2.414 0.497
C 4.933 -0.191 1.104
C 1.635 0.725 -0.269
C 6.221 0.256 1.327
C -1.115 -1.713 0.710
C 4.319 1.978 0.270
C -4.146 0.083 -0.576
C -1.935 0.108 -0.727
C -4.539 -1.777 0.940
C -6.366 -0.488 0.014
C 6.566 1.562 1.025
C -3.647 -0.968 0.236
C -0.321 -0.215 -2.539
C 0.038 -0.738 0.962
C -2.229 -0.930 0.107
C 3.971 0.665 0.571
C -5.887 -1.526 0.820
C -5.508 0.327 -0.691
H 7.573 1.911 1.198
H -3.135 1.480 -1.812
H 4.667 -1.213 1.341
H -4.175 -2.582 1.560
H -1.413 -2.170 1.653
H 6.956 -0.420 1.738
H -5.878 1.127 -1.315
H -0.290 0.004 1.706
H -0.794 -2.504 0.026
H 3.582 2.641 -0.149
H -0.416 1.530 -1.321
H -6.595 -2.140 1.355
H 2.584 -0.815 0.662
H 0.882 -1.287 1.380
H 5.872 3.434 0.258
H -7.431 -0.326 -0.055
*
```

Calculated values
- SMILES: O=C(Nc1ccccc1)N1CCc2c([nH]c3ccccc23)[C@@H]1C(F)(F)F
- E_LUMO: 0.57 eV
- Kohn-Sham gap: 8.675 eV

***

DFT (ωB97M-V/def2-TZVPD) results for C7H9NOS in the gas phase at a distorted geometry.

```
! RIJCOSX wB97M-V def2-TZVPD def2/J DEFGRID3
* xyz 0 3
S 3.849 -0.441 -0.340
O -0.471 -1.833 0.536
N 1.847 1.153 -0.006
C -1.290 0.485 -0.337
C 1.372 -0.076 -0.058
C 3.117 1.091 -0.015
C -2.545 0.124 -1.118
C -0.377 -0.384 0.372
C 2.175 -1.146 -0.216
C -1.303 0.460 1.208
H -2.068 -0.161 1.606
H 3.813 1.919 -0.137
H -0.095 -1.903 1.466
H 2.188 -2.160 -0.445
H -1.124 1.355 1.911
H -0.752 1.336 -0.758
H -2.689 -0.867 -0.722
H -2.325 0.231 -2.184
H -3.325 0.814 -0.761
*
```

Calculated values
- Energy relative to the best compared isomer or geometry (same formula, charge and spin): 1.334 eV
- E_LUMO (alpha / beta): 0.75 / -2.63 eV
- Kohn-Sham gap (alpha / beta): 6.182 / 6.958 eV

***

DFT (ωB97M-V/def2-TZVPD) results for 2 unconnected molecules or ions with the total composition C7H12BrN2 at a distorted geometry.

```
! RIJCOSX wB97M-V def2-TZVPD def2/J DEFGRID3
* xyz 1 1
Br 1.254 -1.911 1.053
N -2.363 -0.161 -0.303
N 0.958 0.569 -0.002
C 1.919 -0.332 0.104
C 3.501 0.960 -0.889
C 1.201 1.751 -0.404
C -2.327 -1.458 -0.943
C 2.584 2.114 -0.940
C -2.703 -0.007 1.129
C 3.221 -0.244 -0.317
H 4.505 1.106 -1.185
H -1.362 -1.675 -1.279
H 2.301 2.487 -2.055
H -2.937 0.487 -0.795
H -3.827 0.288 1.272
H -2.026 0.819 1.461
H -2.514 -0.887 1.721
H 3.955 -0.963 -0.292
H -2.627 -2.345 -0.276
H -3.110 -1.391 -1.831
H 3.011 2.990 -0.584
H 0.425 2.588 -0.331
*
```

Calculated values
- Energy relative to the best compared isomer or geometry (same formula, charge and spin): 2.930 eV
- E_LUMO: -6.63 eV
- Kohn-Sham gap: 4.287 eV

***

DFT (ωB97M-V/def2-TZVPD) results for 2 unconnected molecules or ions with the total composition C33H36BF3O2S at a distorted geometry.

```
! RIJCOSX wB97M-V def2-TZVPD def2/J DEFGRID3
* xyz 0 1
S -2.082 3.753 1.772
F 4.806 1.947 4.325
F 4.793 1.631 2.144
F 4.452 3.646 2.974
O -2.677 -0.920 2.296
O -2.364 -1.832 4.414
C -4.224 5.571 2.176
C 1.897 -3.824 7.470
C 1.422 -1.887 5.931
C -3.988 -0.393 5.430
C -1.331 3.106 3.205
C -1.980 -4.389 0.723
C -1.421 -3.623 1.734
C 0.676 2.365 4.451
C -3.772 -1.455 4.362
C 1.994 2.066 1.989
C 2.042 2.144 4.414
C -2.159 3.274 4.313
C -0.022 2.537 3.234
C 0.886 -1.370 4.759
C -2.578 -4.797 -1.656
C -1.969 -3.930 -0.593
C -4.449 0.483 2.656
C 0.408 -2.224 3.753
C -1.345 -2.713 -0.900
C 2.694 2.094 3.190
C -3.994 -0.951 2.859
C -0.748 -2.416 1.438
C 0.627 -3.606 3.899
C 0.635 2.310 2.008
C 4.181 2.304 3.162
C -0.698 -1.972 0.102
C 0.992 -4.115 5.139
C -4.517 -2.725 4.722
C 1.415 -3.267 6.166
C -0.372 -1.566 2.646
C -3.300 4.066 4.036
C -4.824 -1.892 2.003
C -3.316 4.535 2.724
B -1.843 -1.542 3.192
H -2.952 -4.210 -2.502
H -1.839 -5.520 -2.037
H 0.967 -5.187 5.313
H 0.020 -0.575 2.384
H -5.005 5.126 1.547
H 2.519 1.958 1.056
H 0.080 2.414 1.061
H -3.438 0.538 5.212
H -4.690 6.089 3.024
H -4.456 0.672 1.573
H -3.642 -0.782 6.396
H 0.166 2.547 5.414
H 0.803 -0.289 4.610
H -3.419 -5.383 -1.261
H -5.453 0.664 3.061
H -3.657 6.291 1.576
H -5.058 -0.166 5.513
H 1.834 -1.217 6.684
H -1.385 -2.355 -1.930
H 1.804 -3.073 8.260
H -4.717 -1.593 0.958
H -4.063 4.343 4.769
H -4.239 -3.560 4.062
H 0.469 -4.280 3.061
H -4.458 -2.920 2.070
H -4.229 -3.017 5.737
H 2.952 -4.132 7.436
H -1.563 -3.940 2.770
H 2.603 2.078 5.343
H -2.467 -5.333 0.972
H -1.898 2.896 5.296
H -5.604 -2.579 4.693
H 1.304 -4.697 7.771
H -3.717 1.187 3.085
H -5.879 -1.862 2.295
H -0.230 -1.021 -0.142
*
```

Calculated values
- Energy relative to the best compared isomer or geometry (same formula, charge and spin): 0.153 eV
- SMILES: Cc1ccc(C(B2OC(C)(C)C(C)(C)O2)c2ccc(C)cc2)cc1.Cc1ccc(-c2ccc(C(F)(F)F)cc2)s1
- E_LUMO: -0.13 eV
- Kohn-Sham gap: 7.804 eV

***

DFT (ωB97M-V/def2-TZVPD) results for 2 unconnected molecules or ions with the total composition C23H28N4O7 at a distorted geometry.

```
! RIJCOSX wB97M-V def2-TZVPD def2/J DEFGRID3
* xyz 0 1
O 1.031 2.411 -4.507
O -2.276 -4.199 -0.412
O -1.670 3.236 -3.172
O -3.341 2.614 -1.793
O 2.913 1.353 -5.138
O -3.118 -0.799 0.486
O 0.921 -3.341 4.114
N -0.117 -2.976 2.202
N -1.841 0.077 -1.053
N -1.362 -5.294 1.308
N 0.765 2.926 -1.862
C -1.265 -2.817 1.296
C 2.476 0.009 -0.292
C -1.666 -6.643 0.832
C -1.699 -4.165 0.667
C -2.040 4.264 0.160
C -0.904 -1.729 0.257
C 2.899 -0.001 -2.674
C 2.697 -0.584 1.074
C -1.360 4.827 1.238
C 1.519 1.755 -1.721
C -0.128 -3.159 3.521
C -2.054 -0.803 -0.106
C 0.069 3.597 -0.848
C 0.033 4.817 1.260
C 1.692 1.153 -0.463
C -1.438 -3.167 4.283
C 2.271 4.289 0.291
C -2.123 3.150 -2.044
C 2.117 1.157 -2.856
C 1.979 1.698 -4.225
C 3.078 -0.564 -1.410
C -1.343 3.669 -0.906
C 0.760 4.219 0.224
H 0.800 -2.976 1.785
H -2.117 -2.467 1.879
H -0.959 0.124 -1.529
H -1.231 -3.367 5.333
H 2.618 -1.674 1.034
H -2.586 0.735 -1.215
H 1.958 -0.211 1.790
H 2.714 4.236 -0.708
H 2.589 5.232 0.746
H 2.663 3.465 0.893
H 0.374 3.046 -2.813
H 3.695 -0.320 1.437
H -0.841 -5.203 2.167
H -2.093 -3.942 3.891
H -0.520 -2.194 -0.652
H 3.385 -0.474 -3.524
H -1.635 -7.351 1.662
H -1.915 5.287 2.051
H 0.554 5.282 2.091
H -2.663 -6.664 0.384
H 3.699 -1.449 -1.301
H 1.219 1.585 0.411
H -1.917 -2.193 4.192
H -3.711 2.424 -2.671
H -0.938 -6.940 0.075
H -0.125 -1.085 0.658
H -3.127 4.304 0.146
H 2.635 1.813 -5.945
*
```

Calculated values
- Energy relative to the best compared isomer or geometry (same formula, charge and spin): 0.000 eV
- SMILES: Cc1ccc(C(=O)O)c(Nc2c(C)cccc2C(=O)O)c1.CNC(=O)[C@H](CC(N)=O)NC(C)=O
- E_LUMO: 0.14 eV
- Kohn-Sham gap: 8.388 eV

***

DFT (ωB97M-V/def2-TZVPD) results for C4H8O3 in the gas phase.

```
! RIJCOSX wB97M-V def2-TZVPD def2/J DEFGRID3
* xyz 0 1
O 0.162 -0.487 -0.105
O -1.441 0.042 1.570
O 0.753 0.825 1.660
C -0.107 -0.140 1.179
C -0.726 -1.137 2.034
C 0.305 0.051 -2.409
C 0.424 0.598 -1.001
H 1.430 0.991 -0.812
H -0.493 -1.158 3.098
H -0.298 1.405 -0.828
H -1.083 -2.067 1.600
H 0.998 -0.785 -2.553
H 0.245 1.337 2.303
H 0.543 0.830 -3.140
H -0.712 -0.304 -2.597
*
```

Calculated values
- Energy relative to the best compared isomer or geometry (same formula, charge and spin): 2.225 eV
- SMILES: CCO[C@]1(O)CO1
- E_LUMO: 0.91 eV
- Kohn-Sham gap: 11.075 eV

***

DFT (ωB97M-V/def2-TZVPD) results for 2 unconnected molecules or ions with the total composition C4H13NS at a distorted geometry.

```
! RIJCOSX wB97M-V def2-TZVPD def2/J DEFGRID3
* xyz 0 1
S 1.233 0.978 1.039
N -2.105 -1.105 -0.264
C 3.770 -0.159 1.237
C -2.161 0.062 -1.250
C 2.509 -0.130 0.389
C -2.450 1.234 -0.434
H 1.836 -1.057 0.184
H -1.097 -1.127 0.106
H -2.371 -1.992 -0.762
H 2.765 0.215 -0.658
H -1.139 -0.001 -1.681
H -1.638 1.330 0.341
H -2.767 -0.964 0.517
H -3.472 1.344 -0.027
H 3.953 0.626 1.988
H -2.930 -0.184 -2.015
H 3.819 -0.990 1.873
H -2.434 2.140 -1.095
H 4.679 -0.219 0.510
*
```

Calculated values
- Energy relative to the best compared isomer or geometry (same formula, charge and spin): 3.185 eV
- E_LUMO: -0.64 eV
- Kohn-Sham gap: 4.965 eV

***

DFT (ωB97M-V/def2-TZVPD) results for a molecular structure, C9H27F2KNO16P3S2 at a distorted geometry.

```
! RIJCOSX wB97M-V def2-TZVPD def2/J DEFGRID3
* xyz 0 1
K 0.694 -1.445 0.387
S 3.803 -0.419 -2.377
S 4.724 -0.926 -0.178
P -3.175 -0.089 0.991
P 2.290 1.872 2.144
P -1.417 -2.183 -2.885
F 5.914 -1.874 0.319
F 4.093 -0.845 -3.940
O 3.567 -1.572 0.400
O 3.230 0.667 2.682
O -2.697 -1.640 -3.655
O 3.825 1.015 -2.386
O 3.304 2.841 1.431
O -0.759 -1.213 -1.975
O 1.749 2.600 3.457
O -1.775 -0.551 1.196
O 2.465 -1.008 -2.288
O -3.545 0.331 -0.519
O 1.302 1.234 1.274
O -0.535 -2.606 -4.147
O -3.481 1.155 1.926
O -4.264 -1.130 1.440
O -1.909 -3.533 -2.181
O 5.191 0.335 0.305
N 4.997 -1.214 -1.805
C -5.626 -0.738 1.752
C 3.915 0.625 3.938
C 0.828 3.736 3.367
C -2.865 1.345 -1.235
C 4.411 3.484 2.054
C -2.703 2.332 1.967
C -2.627 -3.399 -0.940
C 0.863 -2.909 -3.966
C -3.277 -2.511 -4.639
H 1.517 -2.114 -4.297
H -3.232 -4.303 -0.914
H -2.472 0.901 -2.151
H -6.247 -1.507 1.298
H -3.129 -2.431 -0.917
H -3.051 3.171 1.356
H -2.004 -3.414 -0.041
H 1.061 -3.838 -4.507
H 4.669 4.409 1.554
H 1.055 4.281 2.448
H 5.307 2.875 2.187
H -4.353 -2.604 -4.458
H -3.206 -2.006 -5.599
H -5.932 0.162 1.217
H -0.103 3.199 3.184
H 3.681 -0.280 4.488
H 0.956 4.370 4.234
H 3.491 1.445 4.535
H -5.692 -0.628 2.827
H 4.945 0.954 3.801
H -2.661 2.723 2.983
H -1.713 2.082 1.570
H -2.918 -3.536 -4.595
H -3.600 2.091 -1.550
H 1.033 -3.260 -2.947
H 4.131 3.653 3.101
H -2.042 1.839 -0.719
*
```

Calculated values
- Energy relative to the best compared isomer or geometry (same formula, charge and spin): 1.542 eV
- E_LUMO: 0.11 eV
- Kohn-Sham gap: 9.133 eV

***

Q: Number 8 is which compound?
A: C23H28N4O7